1.
Computed, not measured: a structure of composition C11H23ClMnNO2P2 in a non-equilibrium geometry, with the ωB97M-V functional and the def2-TZVPD basis.

Last column: Löwdin spin population.
Element x y z (Å)
Mn: -0.23 -1.13 0.66  3.128
P: -1.89 -1.48 -1.09  -0.010
C: -2.05 0.23 -1.51  -0.007
C: -1.66 1.23 -0.58  0.001
N: -0.91 0.83 0.51  -0.031
C: -0.59 1.72 1.46  0.012
C: -1.09 3.01 1.46  -0.003
C: -1.85 3.46 0.39  0.008
C: -2.06 2.58 -0.66  0.008
C: 0.41 1.27 2.52  0.005
P: 1.50 -0.13 1.98  -0.033
H: -2.54 2.90 -1.58  0.000
H: -0.82 3.65 2.29  0.000
H: -2.22 4.48 0.37  0.000
H: 1.08 2.11 2.77  0.001
H: -0.12 0.91 3.42  0.001
H: 1.62 0.28 -4.91  0.000
H: -2.70 0.54 -2.33  -0.001
H: 4.31 -0.52 -1.67  0.000
O: 1.28 1.07 -5.32  0.000
H: 1.70 1.80 -4.82  0.000
H: 0.06 -2.47 1.51  -0.006
O: 4.05 -1.39 -1.36  0.001
H: 3.62 -1.85 -2.11  0.000
C: 3.02 0.69 1.43  -0.008
H: 3.63 0.94 2.31  -0.002
H: 3.59 0.04 0.75  0.000
H: 2.76 1.61 0.89  0.000
C: 2.00 -0.99 3.49  -0.004
H: 2.33 -2.01 3.23  0.000
H: 2.83 -0.46 3.97  -0.001
H: 1.16 -1.06 4.19  0.000
C: -3.55 -1.89 -0.44  0.003
H: -4.30 -1.90 -1.24  0.000
H: -3.52 -2.87 0.05  0.000
H: -3.84 -1.13 0.29  0.000
C: -1.54 -2.49 -2.57  -0.002
H: -1.25 -3.49 -2.21  0.000
H: -2.41 -2.58 -3.24  -0.001
H: -0.70 -2.05 -3.13  0.000
Cl: 0.91 -3.48 0.82  -0.059

Calculated values
LUMO (spin up / spin down)	-14.06 / -14.10	eV
max |F|	3.005	eV/Å
spin multiplicity	4
electronic energy	-2930.91371	a.u.
charge	+3
E_HOMO (spin up / spin down)	-18.28 / -18.28	eV
Kohn-Sham gap (spin up / spin down)	0.1552 / 0.1538	Ha

2.
Computed, not measured: a cluster of 2 separate species, C6H5ClNO2 in total in a non-equilibrium geometry, with the ωB97M-V functional and the def2-TZVPD basis.

Last column: natural (NBO) charge in e.
Element x y z (Å)
Cl: 3.48 -0.25 -1.56  -0.907
C: -1.12 0.18 -1.53  -0.192
C: 0.25 0.02 -1.55  -0.204
C: 0.93 -0.15 -0.30  -0.156
C: 0.18 0.00 0.90  -0.004
C: -1.25 0.12 0.81  -0.189
C: -1.89 0.28 -0.41  -0.264
N: 0.89 -0.15 2.22  0.527
O: 1.81 -0.95 2.41  -0.366
O: 0.43 0.57 3.09  -0.403
H: -1.56 0.28 -2.51  0.192
H: 0.73 0.07 -2.52  0.246
H: 1.98 -0.40 -0.35  0.300
H: -1.89 0.08 1.69  0.213
H: -2.97 0.29 -0.40  0.208

Calculated values
LUMO	2.94	eV
max |F|	2.756	eV/Å
energy above the lowest of the compared OMol25 structures with the same formula, charge and spin	21.4	kcal/mol
electronic energy	-897.02783	a.u.
charge	-1
E_HOMO	-4.13	eV
Kohn-Sham gap	0.2597	Ha

3.
Computed, not measured: a cluster of 12 separate species, C56H138B4ClF16N7O6 in total in a non-equilibrium geometry, with the ωB97M-V functional and the def2-TZVPD basis.

Last column: Löwdin charge in e.
Element x y z (Å)
C: 1.56 0.15 -0.01  -0.065
C: 0.10 0.12 0.45  -0.151
N: -0.15 0.27 2.00  -0.145
C: -1.64 -0.05 2.29  0.020
C: 0.79 -0.64 2.90  -0.128
C: 0.76 -2.11 2.62  -0.075
C: 0.12 1.82 2.27  -0.036
C: -0.79 2.83 1.56  -0.250
O: -2.17 2.66 1.70  -0.190
C: -2.88 3.34 0.57  -0.019
H: 2.32 -0.43 0.52  0.062
H: 1.98 1.16 -0.07  0.064
H: 1.57 -0.32 -0.99  0.061
H: -0.29 -0.87 0.23  0.094
H: -0.53 0.77 -0.16  0.079
H: -2.37 0.35 1.58  0.086
H: -1.74 0.40 3.28  0.096
H: -1.97 -1.09 2.34  0.087
H: 0.59 -0.45 3.95  0.116
H: 1.82 -0.28 2.87  0.111
H: -0.22 -2.58 2.62  0.081
H: 1.19 -2.60 3.49  0.066
H: 1.22 -2.51 1.72  0.067
H: 1.11 2.02 1.85  0.124
H: 0.00 1.98 3.34  0.137
H: -0.42 2.84 0.53  0.063
H: -0.60 3.76 2.10  0.120
H: -2.65 3.05 -0.46  0.055
H: -2.70 4.41 0.62  0.087
H: -3.95 3.17 0.75  0.088
C: 0.83 10.93 3.28  -0.058
C: 0.46 9.46 3.00  -0.143
N: 1.54 8.60 2.24  -0.216
C: 1.49 8.98 0.78  0.016
C: 2.93 8.93 2.85  -0.142
C: 3.20 8.41 4.26  -0.042
C: 1.12 7.14 2.43  -0.077
C: 2.08 6.07 1.90  -0.159
O: 2.66 6.61 0.72  -0.250
C: 3.33 5.63 -0.06  -0.071
H: 1.27 11.49 2.46  0.080
H: 1.57 11.02 4.08  0.080
H: -0.09 11.44 3.54  0.095
H: -0.40 9.43 2.33  0.124
H: 0.07 8.98 3.90  0.126
H: 2.49 8.90 0.34  0.101
H: 1.15 10.01 0.69  0.103
H: 0.89 8.30 0.17  0.114
H: 3.18 9.98 2.66  0.127
H: 3.60 8.52 2.09  0.116
H: 3.54 7.37 4.33  0.082
H: 2.34 8.55 4.91  0.081
H: 3.93 8.98 4.83  0.093
H: 0.17 7.03 1.90  0.140
H: 1.02 6.92 3.49  0.133
H: 1.46 5.21 1.66  0.118
H: 2.96 5.85 2.51  0.132
H: 2.52 4.95 -0.33  0.073
H: 4.14 5.08 0.41  0.096
H: 3.81 6.12 -0.90  0.096
C: -6.20 1.67 -4.01  -0.047
C: -4.99 1.70 -4.91  -0.138
N: -3.55 1.70 -4.23  -0.213
C: -3.34 3.02 -3.46  0.033
C: -3.43 0.56 -3.28  -0.158
C: -2.10 0.42 -2.48  -0.046
C: -2.47 1.71 -5.38  -0.050
C: -1.93 0.33 -5.77  -0.172
O: -3.05 -0.56 -6.05  -0.195
C: -2.73 -1.72 -6.77  -0.122
H: -6.14 2.58 -3.42  0.077
H: -6.20 0.81 -3.35  0.073
H: -7.06 1.78 -4.68  0.106
H: -5.06 2.59 -5.53  0.125
H: -4.97 0.88 -5.63  0.118
H: -3.98 3.05 -2.58  0.100
H: -3.67 3.73 -4.22  0.108
H: -2.30 3.24 -3.22  0.046
H: -3.63 -0.34 -3.86  0.122
H: -4.32 0.73 -2.67  0.108
H: -1.27 0.71 -3.13  0.030
H: -1.92 -0.59 -2.13  0.073
H: -2.14 1.01 -1.57  0.048
H: -1.61 2.23 -4.96  0.101
H: -2.79 2.33 -6.21  0.143
H: -1.23 -0.16 -5.10  0.107
H: -1.37 0.55 -6.68  0.120
H: -1.94 -1.61 -7.50  0.087
H: -3.61 -1.71 -7.40  0.100
H: -2.64 -2.75 -6.42  0.090
C: -0.61 -7.03 -2.25  -0.044
C: -0.76 -5.48 -1.99  -0.122
N: 0.56 -4.73 -1.81  -0.227
C: 0.24 -3.26 -1.53  -0.005
C: 1.30 -5.29 -0.50  -0.104
C: 2.71 -4.66 -0.04  -0.024
C: 1.62 -4.84 -3.04  -0.018
C: 1.02 -4.81 -4.46  -0.211
O: 0.54 -3.48 -4.61  -0.215
C: 0.54 -2.91 -6.01  -0.015
H: -1.34 -7.45 -2.94  0.081
H: -0.77 -7.58 -1.32  0.086
H: 0.32 -7.41 -2.68  0.072
H: -1.41 -5.32 -1.13  0.135
H: -1.13 -4.90 -2.84  0.106
H: -0.34 -3.03 -2.42  0.080
H: 1.13 -2.63 -1.57  0.088
H: -0.31 -3.19 -0.59  0.104
H: 1.45 -6.36 -0.61  0.121
H: 0.71 -5.06 0.39  0.099
H: 2.86 -4.84 1.02  0.080
H: 2.74 -3.57 -0.10  0.052
H: 3.45 -5.11 -0.70  0.072
H: 1.81 -5.90 -2.93  0.116
H: 2.39 -4.10 -2.80  0.126
H: 0.21 -5.51 -4.65  0.124
H: 1.80 -5.29 -5.04  0.134
H: 0.03 -3.63 -6.64  0.095
H: 1.55 -2.70 -6.38  0.079
H: 0.05 -1.94 -5.96  0.055
C: 5.78 1.44 -6.14  -0.045
C: 4.23 1.27 -6.33  -0.124
N: 3.32 1.50 -5.06  -0.199
C: 3.51 2.93 -4.62  -0.026
C: 1.82 1.33 -5.50  -0.145
C: 1.27 2.39 -6.46  -0.068
C: 3.79 0.55 -3.86  0.011
C: 3.56 -0.99 -4.21  -0.145
O: 4.11 -1.43 -5.49  -0.214
C: 4.64 -2.72 -5.38  -0.103
H: 6.27 0.97 -5.28  0.077
H: 6.05 2.50 -6.15  0.076
H: 6.21 1.10 -7.08  0.088
H: 3.91 0.36 -6.85  0.114
H: 3.97 2.09 -7.00  0.108
H: 4.57 3.00 -4.34  0.101
H: 2.90 3.19 -3.75  0.045
H: 3.33 3.73 -5.33  0.106
H: 1.28 1.37 -4.55  0.064
H: 1.67 0.29 -5.79  0.106
H: 2.03 3.00 -6.93  0.066
H: 0.65 3.18 -6.04  0.082
H: 0.77 2.00 -7.35  0.081
H: 3.36 0.84 -2.89  0.126
H: 4.86 0.66 -3.72  0.119
H: 2.57 -1.45 -4.17  0.102
H: 3.94 -1.51 -3.34  0.120
H: 5.17 -3.11 -6.25  0.104
H: 3.85 -3.38 -5.02  0.073
H: 5.44 -2.72 -4.63  0.099
C: -9.52 -2.69 2.46  -0.049
C: -8.12 -2.20 2.92  -0.119
N: -6.93 -1.97 1.92  -0.239
C: -6.63 -3.33 1.25  0.038
C: -7.33 -0.84 0.97  -0.152
C: -6.46 -0.61 -0.23  -0.071
C: -5.77 -1.40 2.71  -0.071
C: -4.89 -2.37 3.68  -0.099
O: -5.70 -2.80 4.86  -0.196
C: -5.55 -1.94 5.98  -0.081
H: -10.25 -1.89 2.38  0.085
H: -9.96 -3.54 2.97  0.088
H: -9.51 -3.03 1.42  0.062
H: -7.78 -2.97 3.62  0.114
H: -8.12 -1.27 3.49  0.129
H: -5.82 -3.32 0.51  0.096
H: -7.53 -3.67 0.74  0.099
H: -6.41 -3.99 2.09  0.105
H: -7.54 0.10 1.49  0.148
H: -8.23 -1.32 0.59  0.124
H: -6.20 -1.57 -0.67  0.068
H: -5.52 -0.09 -0.02  0.074
H: -7.03 -0.04 -0.97  0.081
H: -6.13 -0.62 3.39  0.126
H: -5.13 -0.89 1.99  0.112
H: -3.95 -1.84 3.82  0.113
H: -4.57 -3.22 3.09  0.107
H: -4.53 -1.84 6.35  0.080
H: -6.11 -2.19 6.89  0.096
H: -5.92 -0.98 5.63  0.079
C: 7.66 -4.30 3.02  -0.093
C: 6.32 -4.56 3.67  -0.228
C: 6.02 -3.69 4.99  -0.037
N: 4.54 -3.76 5.61  -0.243
C: 4.17 -5.17 5.81  0.011
C: 3.48 -3.02 4.71  -0.082
C: 3.70 -1.50 4.98  -0.072
C: 4.07 -1.47 6.59  -0.080
C: 4.46 -2.95 6.93  -0.092
H: 7.87 -5.26 2.54  0.079
H: 8.44 -4.00 3.71  0.080
H: 7.53 -3.50 2.29  0.068
H: 6.25 -5.65 3.67  0.104
H: 5.57 -4.22 2.95  0.095
H: 6.27 -2.67 4.70  0.127
H: 6.70 -4.02 5.78  0.122
H: 3.09 -5.14 5.99  0.114
H: 4.79 -5.69 6.54  0.125
H: 4.20 -5.46 4.76  0.091
H: 2.53 -3.40 5.07  0.126
H: 3.61 -3.29 3.66  0.119
H: 2.85 -0.86 4.77  0.094
H: 4.54 -1.32 4.30  0.090
H: 3.13 -1.35 7.13  0.102
H: 4.82 -0.76 6.92  0.103
H: 3.65 -3.37 7.53  0.127
H: 5.37 -2.97 7.53  0.124
Cl: 0.47 3.02 -2.28  -0.396
B: -7.29 2.90 -0.42  -1.301
F: -6.83 3.14 0.88  0.091
F: -7.66 4.03 -1.07  0.160
F: -6.27 2.16 -1.11  0.029
F: -8.35 2.01 -0.21  0.099
B: 5.12 -0.79 1.12  -1.337
F: 4.23 -1.81 1.24  0.131
F: 4.96 -0.24 -0.09  0.159
F: 4.63 0.08 2.15  0.043
F: 6.47 -1.17 1.45  0.062
B: 1.11 -6.17 3.11  -1.458
F: 0.33 -6.55 4.23  0.090
F: 2.29 -6.71 3.30  0.206
F: 0.42 -6.65 1.98  0.083
F: 1.08 -4.84 2.97  0.164
B: -1.23 -1.00 6.15  -1.391
F: -1.50 0.26 5.66  0.117
F: -1.09 -1.82 5.04  0.108
F: -0.05 -0.94 6.89  0.102
F: -2.24 -1.57 6.87  0.152

Calculated values
LUMO	-3.65	eV
max |F|	4.157	eV/Å
electronic energy	-5208.58290	a.u.
charge	+2
E_HOMO	-12.33	eV
Kohn-Sham gap	0.3190	Ha

4.
Computed, not measured: a cluster of 9 separate species, ClH16O8 in total, with the ωB97M-V functional and the def2-TZVPD basis.

Last column: natural (NBO) charge in e.
Element x y z (Å)
Cl: 2.08 -6.21 -9.14  -0.919
O: 2.51 -4.10 -11.85  -0.958
H: 2.14 -4.75 -11.25  0.491
H: 3.02 -3.52 -11.27  0.462
O: 4.02 -8.52 -11.01  -0.956
H: 3.99 -8.13 -11.89  0.469
H: 3.32 -8.05 -10.54  0.483
O: 1.43 -9.59 -7.99  -0.949
H: 1.81 -8.71 -8.04  0.480
H: 2.07 -10.09 -7.47  0.466
O: 0.76 -7.90 -11.58  -0.968
H: 1.17 -7.36 -10.88  0.489
H: -0.16 -7.97 -11.31  0.461
O: 4.50 -8.27 -7.86  -0.970
H: 4.83 -8.07 -8.75  0.492
H: 3.68 -7.77 -7.79  0.473
O: 2.99 -3.69 -7.21  -0.963
H: 2.63 -4.38 -7.80  0.496
H: 3.94 -3.72 -7.37  0.452
O: -0.82 -5.59 -7.64  -0.966
H: 0.08 -5.66 -7.99  0.495
H: -1.15 -6.50 -7.70  0.460
O: 5.28 -5.67 -9.72  -0.963
H: 4.32 -5.77 -9.60  0.493
H: 5.52 -4.91 -9.18  0.452

Calculated values
LUMO	3.05	eV
max |F|	0.313	eV/Å
energy above the lowest of the compared OMol25 structures with the same formula, charge and spin	5.5	kcal/mol
electronic energy	-1071.84792	a.u.
charge	-1
E_HOMO	-7.29	eV
Kohn-Sham gap	0.3800	Ha